(1)
{"formula": "C11H7IN2", "method": "the ωB97M-V functional and the def2-TZVPD basis", "total_charge": 0, "de_lowest_kj_mol": 168.3, "fmax_ev_per_a": 5.47, "e_lumo_ev": -0.38, "homo_lumo_gap_ev": 8.126, "symbols": ["C", "C", "C", "C", "C", "C", "C", "C", "C", "C", "C", "N", "N", "I", "H", "H", "H", "H", "H", "H", "H"], "positions_angstrom": [[-2.88, 1.83, 0.61], [2.85, 0.69, -0.60], [1.81, 1.64, -0.83], [2.47, -0.56, 0.01], [0.52, 1.38, -0.46], [0.75, -2.13, 0.75], [-0.58, -2.49, 0.72], [1.14, -0.86, 0.30], [0.15, 0.12, 0.06], [-1.10, -0.42, 0.26], [-2.94, 0.84, -0.35], [-2.76, 2.59, 1.45], [-1.51, -1.57, 0.46], [-4.60, -0.32, -0.38], [3.75, 1.13, -0.93], [2.03, 2.58, -1.24], [3.17, -1.30, 0.19], [-0.36, 2.05, -0.59], [1.47, -2.82, 0.88], [-0.88, -3.51, 0.96], [-2.49, 1.12, -1.28]], "mulliken_charge": [0.430, -0.686, -0.477, -0.827, -0.361, -0.812, -0.604, 0.929, 0.605, 0.257, -0.831, -0.440, -0.286, 0.184, 0.395, 0.438, 0.473, 0.263, 0.499, 0.371, 0.480]}

(2)
{"formula": "C6H5NS3", "method": "the ωB97M-V functional and the def2-TZVPD basis", "total_charge": 0, "de_lowest_kj_mol": 241.5, "smiles": "S=C1SS[C@H]2N=CC=C[C@@H]12", "fmax_ev_per_a": 7.34, "e_lumo_ev": -0.65, "homo_lumo_gap_ev": 7.623, "symbols": ["C", "C", "C", "C", "C", "C", "H", "H", "H", "H", "H", "N", "S", "S", "S"], "positions_angstrom": [[2.14, 0.02, -0.05], [-0.16, 0.92, 0.86], [-2.21, -0.11, 0.22], [-1.42, -1.00, -0.83], [-0.08, -1.08, -0.75], [0.66, -0.24, 0.34], [0.29, 1.11, 1.76], [-3.26, -0.10, 0.34], [-2.02, -1.34, -1.87], [0.50, -1.49, -1.67], [0.84, -0.70, 1.28], [-1.48, 0.81, 0.82], [3.52, -0.80, 0.28], [2.30, 1.79, -0.42], [0.39, 2.20, -0.30]], "mulliken_charge": [-0.172, -0.120, -0.133, -0.291, -0.293, 0.135, 0.477, 0.451, 0.214, 0.281, 0.398, -0.579, -0.187, -0.014, -0.166]}

Number 1: E -22597.6806 eV. Number 2: E -40295.2433 eV.